[1]
The following is a quantum chemistry calculation of a gas-phase ion, C7H15N6S2 (charge +1), from the OMol25 dataset.

Geometry as XYZ:
```
30
Properties=species:S:1:pos:R:3:forces:R:3
C -4.3959 -0.1073 -1.3389 1.73 -2.24 2.28
C -2.9773 0.2856 -0.8928 -1.37 1.86 1.58
C -2.5956 -0.4915 0.3872 0.82 -0.95 -2.31
C -1.4518 0.0553 1.1576 -0.32 0.92 1.06
N -0.2294 -0.0313 0.4748 4.36 1.23 -2.09
N 0.3530 -1.1172 0.0290 -1.16 -1.06 0.60
N 1.5002 -0.9469 -0.4194 0.62 -1.86 -0.95
N 1.8669 0.3778 -0.3985 -0.24 0.72 -0.83
N 3.3158 0.4733 0.2579 -1.18 1.50 -0.40
C 3.3155 -0.3557 1.4438 1.01 -0.39 0.82
C 3.8220 -1.5652 1.1999 0.00 2.83 -2.24
S 4.4685 -1.7688 -0.3385 0.31 0.77 -1.38
N 4.2342 -0.0320 -0.6708 0.34 -0.55 -0.86
C 0.7597 1.0333 0.2272 -0.92 1.87 0.59
S 0.0912 2.3186 -0.8591 -0.43 1.58 1.68
H -5.1441 -0.0519 -0.5154 0.40 0.23 -0.97
H -4.5380 0.4056 -2.2077 -1.39 1.65 -2.12
H -4.2330 -1.1377 -1.6506 -0.82 -0.43 0.07
H -2.3048 0.0005 -1.7233 -0.01 0.87 0.48
H -3.1099 1.4289 -0.6438 1.17 -1.90 -0.70
H -3.3724 -0.5270 1.1022 -1.31 -0.37 0.41
H -2.3163 -1.5115 -0.0153 -0.53 0.68 1.01
H -1.2511 -0.5050 2.0571 -0.71 -0.01 0.83
H -1.6477 1.1403 1.3857 0.38 -1.01 -0.07
H 3.5299 1.5393 0.2722 -0.77 -2.03 0.72
H 2.9024 -0.0554 2.3912 -0.17 0.54 -0.23
H 3.9508 -2.3880 1.7600 -0.06 -2.49 2.57
H 3.9875 0.2786 -1.6628 0.11 -0.89 1.77
H 1.0861 1.5712 1.1092 -0.25 0.08 0.64
H 0.3835 1.6841 -1.9182 0.38 -1.15 -1.94
```
Positions in Å, forces in eV/Å.

- LUMO: -3.515 eV
- Charge: +1
- Energy relative to the best compared isomer or geometry (same formula, charge and spin): 38.2 kcal per mole
- Strongest force on any atom: 4.99 eV/Å
- Kohn-Sham gap: 8.664 eV
- E_HOMO: -12.179 eV
- SMILES string: CCCCN1N=NN([N@H+]2C=CSN2)[C@H]1S

Atom-resolved charges from natural (NBO), all expressed in e:
1. C -0.5946
2. C -0.3930
3. C -0.4149
4. C -0.2175
5. N -0.2307
6. N 0.0771
7. N -0.1635
8. N -0.1968
9. N -0.1133
10. C -0.1578
11. C -0.3174
12. S 0.6167
13. N -0.5617
14. C -0.0788
15. S 0.0515
16. H 0.2131
17. H 0.2142
18. H 0.1978
19. H 0.2068
20. H 0.1980
21. H 0.2222
22. H 0.2186
23. H 0.2135
24. H 0.2289
25. H 0.4703
26. H 0.2677
27. H 0.2654
28. H 0.4392
29. H 0.2162
30. H 0.1229

***

[2]
The following is a quantum chemistry calculation of 5 unconnected molecules or ions with the total composition C26H32N7OP, from the OMol25 dataset.

Geometry as XYZ:
```
67
Properties=species:S:1:pos:R:3:forces:R:3
C -1.0751 -5.3675 -0.4542 -0.44 0.88 -0.15
C 0.5460 -5.0438 -0.7093 -0.94 0.99 -0.05
C 0.5916 -3.4045 -1.0380 -0.45 1.16 -2.24
C -0.0377 -2.9501 -2.4821 2.25 2.86 4.19
C -0.0502 -1.3213 -2.8062 1.34 -0.45 2.71
C -0.7471 -0.9045 -4.2656 -1.07 -0.59 1.48
C -2.3661 -1.2774 -4.0733 -3.19 -0.10 0.69
C -3.2471 -0.1247 -3.2454 -2.17 -3.81 -1.20
C -4.8377 -0.3827 -2.9408 3.07 -3.11 -2.37
C -5.5064 -1.7879 -3.4886 3.17 0.58 -0.39
C -4.6568 -2.9457 -4.3124 1.12 3.43 1.64
C -5.4867 -4.3007 -4.7356 -0.22 0.26 0.15
C -3.0673 -2.6640 -4.5979 -2.04 2.57 1.97
C 0.5510 -0.2509 -1.7199 0.18 -3.77 0.30
P 0.4532 1.6258 -2.1682 -1.00 -0.05 -0.63
N 0.0245 2.5423 -0.6748 1.01 -0.60 -1.10
O 2.0029 2.2633 -2.6424 -0.23 -1.84 0.77
C 1.1874 -0.7732 -0.2698 -0.22 -0.63 0.18
N 1.6806 0.2918 0.6679 0.67 -5.98 2.31
C 2.1888 -0.2768 1.9619 -1.57 -1.89 -2.95
C 2.1875 -1.8721 2.2841 -0.94 0.09 -2.05
N 1.7150 -2.9729 1.3757 0.27 7.33 -0.66
C 1.2154 -2.3562 0.1003 -0.71 0.01 -1.11
H -1.2784 -5.8023 0.6139 0.45 0.55 -2.21
H -1.5239 -6.0325 -1.3233 1.02 1.14 2.01
H -1.6809 -4.3406 -0.5074 1.38 -2.27 0.14
H 1.1875 -5.3232 0.2494 -1.36 0.79 -2.26
H 0.8881 -5.6562 -1.6585 -0.48 1.43 2.03
H -0.4765 -3.7084 -3.2634 1.00 1.61 1.88
H -0.2546 -1.5397 -5.1224 -1.03 1.31 1.73
H -0.6893 0.2502 -4.4531 0.10 -2.38 0.38
H -2.7059 0.8384 -2.8593 -1.10 -2.07 -0.89
H -5.4462 0.4095 -2.3308 1.23 -1.81 -1.39
H -6.6535 -1.9864 -3.2450 2.78 0.43 -0.65
H -5.5980 -4.4387 -5.9016 0.34 0.51 2.34
H -5.0260 -5.2965 -4.3202 -0.61 2.10 -0.69
H -6.5771 -4.2266 -4.2765 2.35 -0.03 -1.00
H -2.4315 -3.4842 -5.1644 -1.42 1.97 1.28
H 0.3439 3.5300 -0.7842 -0.70 -1.11 0.17
H -0.9953 2.4808 -0.4614 1.25 0.18 -0.59
H 2.5822 1.5638 -3.0753 -1.23 1.11 0.96
H 2.5704 0.4677 2.7961 -0.89 -1.71 -2.04
H 2.5831 -2.2019 3.3608 -1.00 0.73 -2.75
C 4.3047 -1.2123 6.7624 -0.84 0.57 -0.71
C 3.2782 -0.5197 5.8809 -5.62 3.82 -4.82
N 2.4266 0.0549 5.1497 6.82 -4.62 5.96
H 3.8308 -2.0267 7.3171 -0.03 0.17 -0.15
H 5.1094 -1.6223 6.1459 -0.20 0.13 0.01
H 4.7292 -0.4974 7.4726 -0.15 -0.03 -0.19
C 2.5609 6.8937 -1.1201 -0.97 -0.64 0.42
C 1.3733 6.0955 -0.6074 -6.44 -4.31 2.75
N 0.3882 5.4332 -0.1821 7.93 5.59 -3.37
H 2.8913 6.4939 -2.0827 -0.16 -0.04 0.18
H 2.2781 7.9422 -1.2481 -0.08 -0.22 0.07
H 3.3872 6.8325 -0.4065 -0.21 -0.07 -0.05
C 1.7621 3.6842 2.3019 0.95 -0.06 0.88
C 2.8637 3.5490 3.3404 6.00 -0.73 5.60
N 3.7775 3.4369 4.2020 -7.24 0.88 -6.78
H 1.3369 4.6909 2.3383 0.10 -0.16 0.08
H 2.1679 3.5049 1.3025 -0.05 -0.09 0.21
H 0.9709 2.9560 2.5007 0.17 0.05 -0.06
C 0.1047 3.6018 5.7900 -0.86 0.55 -0.73
C -0.9218 4.2944 4.9084 -5.63 3.79 -4.80
N -1.7734 4.8690 4.1773 6.83 -4.59 5.83
H -0.3692 2.7874 6.3447 -0.02 0.16 -0.17
H 0.9094 3.1918 5.1735 -0.15 0.08 0.08
H 0.5292 4.3167 6.5001 -0.12 -0.04 -0.19
```
Positions in Å, forces in eV/Å.

- LUMO: -0.931 eV
- Charge: 0
- Strongest force on any atom: 10.27 eV/Å
- Kohn-Sham gap: 6.437 eV
- E_HOMO: -7.368 eV
- SMILES string: CCc1cc(Cc2cccc(C)c2)c(P(N)O)c2nccnc12.CC#N.CC#N.CC#N.CC#N

Atom-resolved charges from natural (NBO), all expressed in e:
1. C -0.6381
2. C -0.4622
3. C 0.0675
4. C -0.2745
5. C 0.0750
6. C -0.4975
7. C 0.0037
8. C -0.2368
9. C -0.2197
10. C -0.2442
11. C -0.0053
12. C -0.6633
13. C -0.2620
14. C -0.4916
15. P 1.1926
16. N -1.1654
17. O -0.9969
18. C 0.2732
19. N -0.4188
20. C -0.0188
21. C -0.0214
22. N -0.3940
23. C 0.0633
24. H 0.2230
25. H 0.2145
26. H 0.2308
27. H 0.2516
28. H 0.2259
29. H 0.2471
30. H 0.2409
31. H 0.2673
32. H 0.2400
33. H 0.2383
34. H 0.2266
35. H 0.2318
36. H 0.2306
37. H 0.2293
38. H 0.2297
39. H 0.4098
40. H 0.3982
41. H 0.5024
42. H 0.2574
43. H 0.2253
44. C -0.7134
45. C 0.3136
46. N -0.3710
47. H 0.2568
48. H 0.2589
49. H 0.2607
50. C -0.7141
51. C 0.3307
52. N -0.3861
53. H 0.2637
54. H 0.2591
55. H 0.2594
56. C -0.7274
57. C 0.2908
58. N -0.3740
59. H 0.2656
60. H 0.2731
61. H 0.2684
62. C -0.7144
63. C 0.2833
64. N -0.3455
65. H 0.2558
66. H 0.2656
67. H 0.2551

***

[3]
The following is a quantum chemistry calculation of a single C13H11NO5 molecule, from the OMol25 dataset.

Geometry as XYZ:
```
30
Properties=species:S:1:pos:R:3:forces:R:3
C 1.2066 0.3704 -4.1501 -0.61 0.02 -0.06
C 1.1262 -0.7694 -3.1477 2.25 -0.84 -1.35
O 2.1032 -1.5089 -3.0715 -1.33 0.75 0.46
C -0.1372 -1.1127 -2.4244 -0.56 -1.47 1.00
C -0.4688 -0.1189 -1.3617 0.65 1.69 0.09
O 0.0871 0.9705 -1.3864 -0.59 -0.68 0.38
N -1.3845 -0.3437 -0.3213 -0.88 0.43 1.27
C -2.2465 -1.4060 -0.0830 1.83 -2.34 -5.01
O -2.3044 -2.3291 -0.8679 -0.53 0.43 1.39
O -2.9942 -1.2827 1.0016 -0.98 -0.15 0.61
C -2.7455 -0.0744 1.5180 0.80 3.09 3.93
O -3.2185 0.3906 2.5426 0.24 -1.52 -2.56
C -1.5376 0.5750 0.8198 -0.12 -0.67 0.01
C -0.2964 0.5135 1.7161 -0.15 1.09 -0.08
C 0.5501 1.6227 1.6170 0.18 -0.55 0.54
C 1.7075 1.6678 2.3840 0.31 -0.19 0.17
C 2.0282 0.6421 3.2656 -1.11 -0.93 -0.74
C 1.1854 -0.4904 3.3363 0.13 1.04 -0.28
C 0.0077 -0.5458 2.5810 0.15 0.34 0.10
H 1.6832 0.0213 -5.0805 -0.03 0.00 0.54
H 1.8204 1.1535 -3.7001 -0.14 0.04 -0.14
H 0.2175 0.7680 -4.4181 0.29 0.08 0.26
H -0.0294 -2.1347 -1.9821 -0.21 0.80 -0.48
H -0.9548 -1.1167 -3.1440 -0.22 -0.22 -0.03
H -1.8300 1.5964 0.5380 0.44 -0.32 -0.03
H 0.3023 2.4447 0.9618 -0.01 -0.07 -0.12
H 2.4191 2.4725 2.2795 -0.15 0.30 -0.02
H 2.9297 0.6775 3.8468 0.22 0.03 0.17
H 1.4711 -1.2856 4.0006 -0.17 -0.28 0.14
H -0.6977 -1.3674 2.7303 0.30 0.11 -0.17
```
Positions in Å, forces in eV/Å.

- LUMO: 0.409 eV
- Charge: 0
- Energy relative to the best compared isomer or geometry (same formula, charge and spin): 11.5 kcal per mole
- Strongest force on any atom: 5.82 eV/Å
- Kohn-Sham gap: 10.205 eV
- E_HOMO: -9.796 eV
- SMILES string: CC(=O)CC(=O)N1C(=O)OC(=O)[C@H]1c1ccccc1

Atom-resolved charges from natural (NBO), all expressed in e:
1. C -0.7137
2. C 0.6049
3. O -0.5271
4. C -0.6044
5. C 0.7262
6. O -0.5712
7. N -0.4864
8. C 0.8868
9. O -0.5660
10. O -0.4396
11. C 0.7733
12. O -0.5038
13. C -0.1606
14. C -0.0608
15. C -0.1775
16. C -0.2038
17. C -0.1957
18. C -0.2144
19. C -0.1604
20. H 0.2408
21. H 0.2543
22. H 0.2117
23. H 0.2782
24. H 0.2638
25. H 0.2581
26. H 0.2256
27. H 0.2173
28. H 0.2183
29. H 0.2183
30. H 0.2078

***

[4]
The following is a quantum chemistry calculation of a molecular structure, C10H20N4S, from the OMol25 dataset.

Geometry as XYZ:
```
35
Properties=species:S:1:pos:R:3:forces:R:3
C 7.5955 0.7243 -0.4645 2.03 -1.82 -4.11
C 6.1803 0.7463 -0.4189 -5.34 1.85 -1.30
C 5.7154 0.0819 0.7931 -4.74 -4.48 2.23
C 4.1059 0.0613 1.0373 2.66 -4.37 -4.16
C 3.2381 -0.7981 -0.1468 -3.95 13.57 1.61
C 1.6696 -0.6675 0.3953 1.41 2.86 0.69
C 0.7884 -1.4095 -0.5481 -1.63 16.10 -4.18
C -0.6264 -1.2199 -0.5111 -1.65 1.88 4.96
H -0.8605 -1.5956 0.5170 -0.73 0.54 -0.46
H -1.1523 -1.8560 -1.1178 -1.52 -0.79 -2.07
S -1.2975 0.6794 -0.4286 0.24 -2.69 -0.65
C -3.0091 0.2385 -0.2466 5.34 -6.45 0.65
N -3.3559 -1.2485 -0.0471 -1.67 8.12 0.00
N -4.6863 -0.7571 0.2996 -1.05 -9.60 -0.26
C -4.9637 0.4660 0.0247 -3.11 -4.25 3.90
N -3.9070 1.0960 0.0293 3.92 6.55 -2.69
N -6.1616 0.8699 0.2692 -4.64 8.73 -0.22
H -6.9077 0.5091 0.8821 1.30 0.05 -0.63
H -6.0809 2.1432 0.2396 -0.81 -5.36 0.35
H -5.3620 -1.5707 0.5321 1.30 2.26 -0.90
H 0.9989 -0.8155 -1.7759 0.21 -1.92 3.20
H 1.0638 -2.2343 -0.6363 3.93 -13.32 -1.50
H 1.3929 0.5731 0.4801 0.78 -3.56 -0.51
H 1.4954 -1.0073 1.4865 0.67 0.17 -1.59
H 3.3643 0.0200 -1.2085 -0.43 -3.40 3.11
H 3.6224 -1.6385 -0.0807 3.29 -8.27 -0.59
H 3.7720 0.9617 1.0981 -2.18 6.24 -0.76
H 3.8619 -0.1810 2.0085 -0.21 -2.03 2.21
H 5.7556 -1.0970 0.8325 1.18 1.92 -0.64
H 6.1126 0.3496 1.7656 0.65 0.63 -0.18
H 5.5923 0.4312 -1.3614 1.44 -0.70 1.24
H 5.6588 1.7675 -0.4719 1.29 -0.50 0.74
H 8.0458 1.2194 0.3404 0.97 0.44 1.05
H 7.8409 1.1406 -1.4577 0.76 0.37 0.59
H 7.8657 -0.3677 -0.6267 0.32 1.20 0.89
```
Positions in Å, forces in eV/Å.

- LUMO: 0.505 eV
- Charge: 0
- Energy relative to the best compared isomer or geometry (same formula, charge and spin): 267.6 kcal per mole
- Strongest force on any atom: 16.71 eV/Å
- Kohn-Sham gap: 8.261 eV
- E_HOMO: -7.757 eV

Atom-resolved charges from natural (NBO), all expressed in e:
1. C -0.6044
2. C -0.4269
3. C -0.3994
4. C -0.3697
5. C -0.3216
6. C -0.4113
7. C -0.3260
8. C -0.4020
9. H 0.2038
10. H 0.2247
11. S 0.1900
12. C 0.1954
13. N -0.3732
14. N -0.4042
15. C 0.4988
16. N -0.5511
17. N -0.7948
18. H 0.4238
19. H 0.4025
20. H 0.3953
21. H 0.1193
22. H 0.1684
23. H 0.2096
24. H 0.2085
25. H 0.1988
26. H 0.1520
27. H 0.1728
28. H 0.1905
29. H 0.1853
30. H 0.2089
31. H 0.2136
32. H 0.1959
33. H 0.2125
34. H 0.2083
35. H 0.2059